1.
C8H7N2O | wB97M-V/def2-TZVPD

```
18
Properties=species:S:1:pos:R:3:forces:R:3
C -0.410244 -1.753136 -0.100423 0.43 2.43 0.20
C -0.232619 2.433275 0.176097 0.91 0.51 0.41
C -1.475236 -0.773526 -0.013444 1.11 -3.92 -1.07
C -0.716635 0.358934 -0.019453 1.10 3.29 1.18
C 0.697067 0.530450 0.088414 -0.04 -3.73 -1.03
C 1.524287 -0.618830 -0.012961 0.62 2.45 -0.15
C -2.945479 -0.816701 -0.118539 -1.28 -0.06 1.95
C 2.997464 -0.571333 -0.079773 0.08 1.79 0.28
N -1.273183 1.648337 0.083444 1.84 1.30 0.00
N 0.805891 -1.738238 -0.119707 -3.08 -0.84 0.19
O 1.041023 1.803725 0.147411 -1.73 0.29 0.20
H 0.014103 3.525245 0.374433 -1.48 -1.40 -0.52
H -3.327863 -0.106053 0.651498 0.26 -0.34 -0.48
H -3.462238 -1.772699 0.139798 0.90 0.55 -0.49
H -3.309377 -0.416385 -1.046046 0.03 -0.04 -0.64
H 3.374923 0.529020 -0.189902 -0.61 -2.29 -0.10
H 3.329305 -1.291230 -0.797067 0.46 0.06 -0.94
H 3.368803 -0.970848 0.836222 0.49 -0.06 1.00
```
Forces are in eV/Å.

Its multiplicity is 1. As for the total charge: +1. Its SMILES is Cc1c#[n+]c(C)c2ocnc12. As for the energy above the lowest of the compared OMol25 structures with the same formula, charge and spin: 165.01 kJ/mol. The HOMO-LUMO gap comes out at 0.2800 hartree. The value obtained for the highest occupied orbital energy is -14.2 eV.



2.
C6H14BrN2O2 | wB97M-V/def2-TZVPD

```
25
Properties=species:S:1:pos:R:3:forces:R:3
C 0.130156 -0.181583 -0.625225 2.35 -3.82 -2.43
C -0.908988 0.997127 1.944187 -2.69 -3.18 1.43
C 0.161121 3.025023 0.876997 0.62 0.50 2.98
C -1.856936 2.007126 -0.135055 -2.03 -1.05 2.36
C 1.821028 -3.532566 -1.680861 1.29 -0.66 -0.12
C -0.583738 1.719341 0.697562 -1.25 2.09 -1.17
N 1.109507 -0.800562 -1.179621 0.24 -1.41 -0.50
N 1.446292 -4.216127 -0.670384 -0.99 -0.42 1.40
O -1.033998 -0.807637 -0.606885 -1.88 0.42 1.05
O 0.355984 0.979870 -0.211859 -1.48 2.92 2.48
Br 2.782589 -4.127489 -3.083396 0.05 -0.69 -0.49
H -1.595139 0.177435 1.514946 1.36 0.32 0.98
H -0.098485 0.563023 2.536176 0.22 0.04 -0.49
H -1.664741 1.307553 2.769434 1.39 0.96 -1.79
H 1.110504 2.759320 1.377893 -0.16 0.17 -0.23
H -0.319302 3.735446 1.636915 0.21 -1.15 -1.20
H 0.424888 3.592571 0.013381 -0.19 0.08 -0.90
H -2.368291 1.161810 -0.671639 0.49 0.31 1.29
H -2.653066 2.562296 0.563819 1.91 -0.85 -1.99
H -1.422899 2.492901 -0.926925 0.14 2.35 -1.95
H 1.728728 -2.463050 -1.660375 -0.88 1.01 0.33
H 1.972860 -0.281539 -1.216790 -0.06 0.49 0.30
H 1.022413 -3.671296 0.106567 0.34 -0.49 -0.67
H 1.482812 -5.244522 -0.516412 0.24 1.01 -0.57
H -1.043300 -1.754471 -0.852450 0.76 1.05 -0.09
```
Forces are in eV/Å.

Its multiplicity is 1. As for the total charge: +1. As for the energy above the lowest of the compared OMol25 structures with the same formula, charge and spin: 299.10 kJ/mol. The HOMO-LUMO gap comes out at 0.3030 hartree. The value obtained for the highest occupied orbital energy is -12.9 eV.



3.
H22HeO11 | wB97M-V/def2-TZVPD

```
34
Properties=species:S:1:pos:R:3:forces:R:3
He 0.041989 -0.691085 -0.137533 0.06 -0.01 0.02
O 2.753618 -1.194344 -2.275963 -0.19 -0.31 0.08
H 3.534055 -0.664666 -2.112865 0.26 0.33 0.17
H 2.324055 -0.766947 -3.016930 -0.08 0.06 -0.16
O -0.774139 0.309724 -4.096835 -0.05 -0.50 -0.26
H 0.165897 0.439932 -4.221791 0.17 0.03 -0.09
H -1.047208 1.044349 -3.547292 -0.11 0.43 0.37
O 3.699722 -0.176200 1.180631 0.25 0.15 0.00
H 2.853839 -0.260176 1.620703 -0.55 0.13 0.16
H 4.113117 -1.032601 1.289838 0.17 -0.20 -0.13
O -3.364387 -0.641906 2.069280 0.03 -0.14 0.47
H -3.071340 -0.641824 1.158043 0.02 -0.03 -0.77
H -3.702761 0.241937 2.212633 -0.06 0.25 0.11
O -1.334037 2.138813 -1.997356 -0.16 -0.13 -0.37
H -0.781097 2.065416 -1.219479 0.30 0.00 0.61
H -2.086046 2.656251 -1.709285 -0.18 0.15 0.05
O 3.772051 1.575719 -1.196010 -0.07 0.18 -0.57
H 3.114853 1.310526 -0.552596 -0.03 -0.36 0.31
H 4.283686 2.251827 -0.751778 0.19 0.08 0.10
O -2.575835 -0.779272 -0.721889 -0.16 -0.07 0.32
H -3.339150 -0.537626 -1.246468 -0.27 0.01 -0.19
H -1.829552 -0.429959 -1.208986 0.39 0.20 -0.24
O -0.364182 2.320320 1.015791 -0.52 0.16 -0.68
H 0.244903 3.058441 0.995110 0.16 0.20 0.09
H 0.107926 1.632673 1.485352 0.40 -0.24 0.42
O 1.229615 0.561523 2.687639 0.80 0.64 -0.38
H 0.577367 -0.139044 2.686093 -0.86 -0.94 0.19
H 1.804519 0.352549 3.423874 0.14 0.18 0.26
O -2.156099 -3.537641 0.022848 0.14 -0.37 0.27
H -2.727658 -4.060056 -0.539855 -0.09 -0.17 -0.09
H -2.291570 -2.635956 -0.268439 -0.05 0.42 -0.18
O -0.692070 -1.343021 2.887665 0.82 -0.07 0.02
H -1.419120 -1.094848 2.316661 -0.67 0.00 -0.06
H -1.064960 -1.332828 3.769189 -0.21 -0.04 0.18
```
Forces are in eV/Å.

Its multiplicity is 1. As for the total charge: 0. As for the energy above the lowest of the compared OMol25 structures with the same formula, charge and spin: 72.01 kJ/mol. The HOMO-LUMO gap comes out at 0.4050 hartree. The value obtained for the highest occupied orbital energy is -10.9 eV.



4.
C6H8N4O2 | wB97M-V/def2-TZVPD

```
20
Properties=species:S:1:pos:R:3:forces:R:3
C -3.039112 -0.345434 0.202704 -1.88 -1.32 1.64
C -1.108978 0.307864 -0.337419 -1.31 -3.49 -0.35
C 0.025414 1.031302 -0.727560 3.54 0.00 -0.82
C 1.066811 1.313294 0.518849 -1.38 0.47 -0.18
C -0.265244 -2.118902 -0.586016 2.79 -0.99 0.08
C 1.741290 0.128050 1.033397 -1.54 -0.26 0.29
N -2.310283 0.736902 -0.118484 -0.30 0.83 0.33
N -2.396725 -1.479973 0.214261 1.08 -1.00 -0.88
N -1.106628 -1.192713 -0.247051 -3.83 4.16 1.33
N 2.566138 -0.577673 0.163271 0.97 -2.28 -0.47
O 2.676758 -0.175881 -0.993626 0.23 0.72 -0.09
O 3.081625 -1.671748 0.499377 -0.70 1.45 0.51
H -4.121994 -0.432385 0.627384 2.14 0.86 -1.17
H 0.668520 0.395616 -1.395153 -0.73 0.76 0.29
H -0.223241 1.954912 -1.267225 0.10 -0.18 0.56
H 1.835664 1.928447 0.100673 0.28 0.80 -0.38
H 0.454446 1.860624 1.277116 0.85 -0.55 -0.35
H 0.753049 -1.808377 -0.830523 -0.53 -0.11 -0.24
H -0.412421 -3.156529 -0.312353 -0.46 0.25 -0.12
H 1.295384 -0.433756 1.848951 0.70 -0.11 0.01
```
Forces are in eV/Å.

Its multiplicity is 1. As for the total charge: 0. As for the energy above the lowest of the compared OMol25 structures with the same formula, charge and spin: 758.90 kJ/mol. The HOMO-LUMO gap (alpha / beta) comes out at 0.3297 / 0.1818 hartree. The value obtained for the highest occupied orbital energy (alpha / beta) is -9.7 / -7.5 eV.